C19H22N2O6S | ωB97M-V/def2-TZVPD

Gap between HOMO and LUMO, Eh: 0.3298
HOMO, eV: -8.64
2S+1: 1
Electronic energy, a.u.: -1695.7358
Relative energy (zero: lowest compared OMol25 entry of this formula, charge and spin), eV: 17.851

Cartesian coordinates (Å):
1 C -3.621 -4.180 -0.466
2 H -3.458 -4.067 -1.641
3 O -2.456 -3.430 0.076
4 C -2.440 -2.210 -0.081
5 C -3.326 -1.553 -0.943
6 C -3.199 -0.094 -0.836
7 C -2.160 0.451 -0.076
8 C -1.219 -0.194 0.380
9 C -1.446 -1.555 0.506
10 O -0.546 -2.470 1.281
11 C 0.550 -1.714 1.853
12 H 0.308 -1.072 2.511
13 H 1.140 -2.950 2.163
14 H 1.267 -1.385 1.097
15 H -0.377 0.235 0.873
16 N -1.941 1.947 -0.228
17 S -1.280 2.664 1.022
18 O -0.052 2.315 1.487
19 O -1.307 4.321 0.580
20 C -2.569 2.445 2.337
21 H -2.593 1.318 2.248
22 H -3.614 2.857 2.024
23 H -2.260 3.003 3.198
24 C -1.554 2.538 -1.485
25 H -2.322 2.546 -2.605
26 H -1.191 3.574 -1.541
27 C -0.261 1.569 -2.237
28 O -0.214 1.508 -3.407
29 N 0.642 1.576 -1.212
30 C 1.901 0.775 -1.319
31 C 2.616 0.793 -0.267
32 C 3.707 -0.149 -0.312
33 C 4.159 -0.752 -1.327
34 C 3.378 -0.777 -2.534
35 C 2.236 0.083 -2.542
36 H 1.735 0.460 -3.412
37 H 3.737 -1.158 -3.580
38 H 5.007 -1.396 -1.043
39 C 4.538 -0.274 1.058
40 O 5.350 -0.989 1.168
41 C 4.283 0.447 2.403
42 H 3.058 0.360 2.823
43 H 4.811 0.276 3.073
44 H 4.191 1.439 2.012
45 H 2.164 1.273 0.590
46 H 0.732 1.963 -0.420
47 H -3.736 0.488 -1.429
48 H -4.062 -1.954 -1.268
49 H -3.529 -5.141 -0.405
50 H -4.777 -3.763 -0.148